Entry 1:
This record from the OMol25 dataset describes a cluster of 6 separate species, C18H45O15P3 in total at a distorted geometry. The level of theory is ωB97M-V with the def2-TZVPD basis set.

The value obtained for the strongest force on any atom is 0.1332 hartree/bohr. The HOMO energy comes out at -9.4 eV. Its relative energy (zero: lowest compared OMol25 entry of this formula, charge and spin) is 6.34 kcal/mol. Its frontier orbital gap is 9.7 eV. The SMILES is COP(=O)(OC)OC.COP(=O)(OC)OC.COP(=O)(OC)OC.CC(C)=O.CC(C)=O.CC(C)=O. Its total energy is -77971.177 eV.

Last column: Mulliken charge in e.
Positions of all 81 atoms, in Å:
C1 5.2150 27.7610 50.3580  -0.48
H1 7.2150 32.9150 55.9910  0.52
H2 7.1050 25.6290 52.3350  0.21
H3 3.6170 31.5560 62.8770  0.30
H4 5.8040 31.3200 50.5940  0.38
C2 9.1850 31.8710 52.0870  -0.78
H5 3.0030 32.1450 61.1520  0.22
O1 4.4310 27.8850 51.5720  -0.26
O2 6.2900 28.4720 53.2380  -0.61
H6 5.7990 28.5130 50.6470  0.18
H7 0.7380 39.8940 52.5690  0.31
H8 4.6950 31.3780 61.5880  0.29
H9 3.0310 38.7260 58.1050  0.32
O3 7.9580 31.2440 52.2040  -0.39
H10 6.4760 24.4410 53.4990  0.25
H11 -1.2100 39.9020 57.9010  0.32
H12 9.8890 31.1580 52.4070  0.31
O4 3.5570 33.2640 57.1420  -0.67
O5 0.4180 39.1980 57.0570  -0.42
C3 6.4330 32.3700 55.7080  -0.72
O6 1.0660 39.6560 54.5470  -0.35
O7 2.8840 29.1350 62.1500  -0.55
C4 4.1710 36.3260 53.3290  0.59
H13 4.8710 37.4040 55.1140  0.15
H14 9.4290 31.8980 51.0840  0.30
C5 3.5880 34.9710 52.9840  -0.45
C6 2.3700 33.1850 56.7950  0.84
H15 2.7700 37.0110 57.7260  0.30
H16 7.1270 26.2920 53.7740  0.29
O8 5.3700 31.1530 52.6240  0.46
C7 1.0520 39.1500 53.2880  -0.59
H17 4.6920 29.1660 59.7490  0.31
C8 4.8690 36.3960 54.6080  -0.67
H18 4.2800 34.1820 53.3620  -0.09
H19 4.7140 32.5960 51.2160  0.07
C9 1.5570 32.0310 57.3020  -0.85
C10 3.6320 29.4590 54.9530  -0.20
C11 3.2910 30.0000 61.3860  0.62
C12 5.0000 31.3640 51.3250  -0.77
P1 6.7770 31.7160 53.1970  0.72
O9 0.3790 37.3270 55.4250  -0.63
C13 3.6480 31.3920 61.7860  -0.89
H20 6.2370 31.9860 56.7050  0.27
H21 5.5780 33.0210 55.2060  0.18
H22 3.0220 28.5080 59.7230  0.31
O10 4.0050 37.2510 52.5920  -0.62
O11 6.7710 33.2030 52.9760  -0.71
H23 6.0200 36.2520 54.5270  0.31
O12 2.6610 38.3410 56.0630  -0.24
C14 3.2650 37.9730 57.4480  -0.69
H24 -1.6490 38.5080 57.2730  0.37
C15 -1.0320 39.2860 57.1640  -0.82
C16 3.5890 29.4640 59.8780  -0.52
H25 -1.3390 39.6060 56.1740  0.31
H26 1.0250 34.6800 56.9980  0.40
H27 3.9500 30.8950 50.9820  0.24
H28 1.9300 31.6870 58.2310  0.06
C17 1.7230 34.3520 56.1880  -0.33
H29 3.3320 30.2600 59.1930  -0.08
H30 5.6950 26.8120 50.1800  0.29
P2 1.0910 38.5320 55.7730  1.04
H31 1.5700 31.2890 56.4150  0.23
O13 3.8020 28.1370 54.2340  -0.42
H32 2.9210 29.9340 54.2060  0.21
O14 6.8790 31.4460 54.7380  -0.29
O15 5.2340 26.1230 53.3680  -0.37
H33 1.1010 33.6780 55.4550  0.28
H34 0.5780 32.5360 57.5820  0.39
H35 4.5410 35.9540 55.6310  0.14
H36 0.1260 38.2540 53.1310  0.21
H37 4.5640 30.0140 54.9140  -0.03
P3 4.9290 27.7860 53.0990  0.84
H38 2.2360 35.4190 55.9850  -0.37
C18 6.4570 25.5870 53.3000  -0.60
H39 2.5990 34.7450 53.3910  0.26
H40 4.6070 28.1900 49.4790  0.23
H41 3.3410 35.0150 51.8340  0.34
H42 9.1930 32.9060 52.5440  0.30
H43 3.3470 29.4850 55.9380  0.45
H44 1.9820 38.7770 52.9310  0.27
H45 4.1980 37.9030 57.1650  0.32

Entry 2:
This record from the OMol25 dataset describes a structure of composition C18H46F2N9O9P2RbS2 at a distorted geometry. The level of theory is ωB97M-V with the def2-TZVPD basis set.

The value obtained for the strongest force on any atom is 0.2842 hartree/bohr. The HOMO energy comes out at -8.4 eV. Its frontier orbital gap is 7.9 eV. Its total energy is -97584.804 eV.

Last column: Mulliken charge in e.
Positions of all 89 atoms, in Å:
C1 3.5673 1.9272 -0.3901  -0.80
H1 -0.7802 2.6859 -1.3171  -0.01
S1 -1.4058 4.7348 1.9848  0.95
H2 -2.1033 -2.7217 2.3206  0.34
H3 2.0643 -0.6758 5.8690  0.38
H4 -5.2352 -1.0881 -5.4955  0.37
N1 1.7418 0.8901 -3.9937  0.37
H5 2.1052 -4.7853 2.0817  0.33
C2 0.8612 -0.0972 -4.6445  -0.91
O1 -3.3038 -0.2571 1.6278  -0.84
H6 -3.4220 0.4056 -5.2380  0.40
H7 0.4286 -3.8162 0.3324  0.30
H8 3.6688 -1.2277 1.1344  0.28
O2 0.8687 3.0266 3.1136  -0.50
H9 3.9176 -0.9335 -1.4015  0.18
C3 1.4905 -0.6585 4.9425  -1.06
N2 0.0158 -2.8924 2.1374  0.28
O3 -0.5227 4.5668 4.5070  -0.65
H10 -1.1479 -1.7604 3.3470  0.34
C4 1.3442 -3.2009 5.0360  -1.11
H11 5.1214 0.2421 -1.3965  0.43
H12 2.3250 4.5155 -1.6111  0.35
H13 -0.1468 0.2465 -4.8770  0.28
H14 -2.1350 0.4130 -3.0715  0.54
H15 -0.3948 -2.2947 0.1170  0.40
N3 -3.9393 1.9722 2.9121  -0.16
C5 -0.2132 3.3784 -1.9392  -0.90
H16 3.1900 -2.5574 0.0537  0.36
H17 4.6272 -2.6726 1.1407  0.52
N4 1.4546 -1.9482 4.2091  0.27
S2 -0.4384 3.4977 3.5218  0.87
H18 2.3477 -3.6248 5.0743  0.28
H19 2.8709 3.5677 -3.1086  0.25
C6 -3.3482 -1.0920 -2.1916  -0.72
H20 3.0259 0.7844 -5.4970  0.45
P1 1.6111 1.2432 -2.2601  -0.05
H21 3.1734 2.9433 -0.4123  0.10
N5 2.7611 -2.8024 2.1059  0.14
H22 -1.3267 -3.5697 3.6563  0.22
H23 0.7189 -3.9750 4.5912  0.40
H24 1.6351 4.7984 -3.1951  0.38
H25 2.1836 2.2980 -5.4725  0.27
H26 -1.2683 -3.8102 0.6252  0.50
H27 -2.7919 -1.1532 -1.2679  0.55
C7 3.6049 -2.3109 1.0311  -1.25
O4 1.3677 -0.5361 1.8803  -0.36
H28 3.8494 -4.5739 1.9254  0.44
H29 -0.7189 3.6790 -2.8568  0.31
H30 3.1719 -4.5067 3.4674  0.20
C8 -3.7395 -0.1855 -4.3917  -0.69
N6 1.1573 2.8958 -2.2973  0.64
Rb1 -1.0218 0.9477 1.0041  0.30
C9 -5.1886 -1.9441 -3.5048  0.04
C10 -4.4222 -1.9635 -2.3676  -0.42
H31 -3.9583 1.0980 2.4066  0.29
N7 3.2056 1.1726 -1.6426  0.35
C11 -0.3743 -3.1956 0.7303  -1.19
O5 -0.1341 5.1861 1.3894  -0.51
C12 4.1462 0.0384 -1.8387  -0.97
O6 0.6592 0.3449 -1.5675  -0.42
O7 -6.9495 -3.2866 -2.7626  -0.53
N8 -6.2582 -2.9346 -3.7165  0.85
H32 0.9884 -3.0698 6.0579  0.36
H33 1.4855 0.2648 4.3633  0.23
C13 -3.0089 -0.2104 -3.1901  -0.10
H34 1.2734 -0.3584 -5.6192  0.34
C14 2.6439 1.5523 -4.8243  -1.36
H35 0.5974 -0.9270 -3.9888  0.23
H36 -2.9544 2.1953 2.8967  0.24
F1 -0.8705 2.1770 4.3707  -0.36
O8 -2.2995 5.7467 2.5459  -0.61
F2 -2.2263 4.2452 0.6825  -0.29
O9 -6.5724 -3.2186 -4.8741  -0.55
H37 -4.4110 2.7187 2.4218  0.39
C15 -1.2010 -2.7663 2.9305  -0.98
H38 -3.9417 -0.9821 1.7765  0.01
H39 -4.6953 -2.6469 -1.5772  0.40
H40 4.6254 1.8651 -0.1356  0.39
N9 -1.5322 3.2036 2.6279  -0.03
H41 4.2761 -0.1301 -2.9077  0.36
P2 1.3727 -1.9076 2.4990  0.24
C16 -4.7891 -1.0088 -4.5152  -0.17
H42 -0.2002 4.3128 -1.3781  0.32
H43 3.4945 1.9549 -4.2743  0.48
H44 0.4731 -0.6511 5.3335  0.44
C17 2.9596 -4.2111 2.4400  -0.98
H45 3.1275 1.4218 0.4697  0.25
H46 -4.2656 1.9538 3.8678  0.38
C18 2.0571 4.0287 -2.5489  -1.11

Entry 3:
This record from the OMol25 dataset describes a structure of composition C18H47HgN3O5 at a distorted geometry. The level of theory is ωB97M-V with the def2-TZVPD basis set.

The value obtained for the strongest force on any atom is 0.0356 hartree/bohr. The HOMO energy comes out at -7.1 eV. Its relative energy (zero: lowest compared OMol25 entry of this formula, charge and spin) is 0.00 kcal/mol. Its frontier orbital gap is 7.4 eV. Its total energy is -38307.329 eV.

Last column: Mulliken charge in e.
Positions of all 74 atoms, in Å:
H1 -0.8864 3.6125 2.3205  0.42
O1 0.4816 5.1750 0.1420  -0.30
C1 0.9907 -0.1900 3.3704  -0.96
C2 -0.2764 1.3212 -4.2672  -1.47
H2 1.0434 6.1910 -1.5658  0.30
H3 -4.9075 -0.6816 1.8740  0.46
C3 3.1618 -0.9926 0.4909  0.83
H4 1.1782 -3.7585 0.8566  0.20
H5 -3.2933 1.2697 -2.6496  0.30
H6 -0.4085 6.8117 -0.8004  0.33
H7 3.3388 -0.9003 2.5964  0.43
H8 -2.8653 2.1623 2.5091  0.22
C4 0.5739 6.3761 -0.5897  -0.82
H9 -0.7093 4.3795 -1.3466  0.53
H10 -1.5911 4.8387 0.0786  0.42
H11 -0.1695 -5.8442 0.0241  0.49
C5 -0.4899 2.9949 0.2888  0.91
H12 -0.8456 -2.5819 -0.8597  0.26
H13 -0.6413 2.1102 -4.9229  0.36
H14 0.8062 3.4550 1.9474  0.42
H15 5.1260 -1.6978 1.1020  0.41
H16 -0.0953 -0.1537 3.4123  0.12
H17 -4.2049 -0.7141 0.2334  0.25
H18 1.4287 0.7461 3.7238  0.38
H19 -1.1874 2.1392 -2.5424  -0.35
C6 -3.9900 -0.8460 1.2982  -1.45
H20 -4.4388 1.6192 2.1960  0.50
H21 -1.8752 -3.4212 1.0400  0.25
N1 2.5556 -0.1871 -0.5906  -0.47
C7 -2.6294 0.9279 -3.4448  -1.55
H22 -2.8300 -0.1185 -3.6743  0.32
Hg1 0.0474 -0.1762 -0.1524  3.93
H23 2.1922 -6.4836 -0.1839  0.33
C8 4.6887 -0.9854 0.3997  -1.62
H24 -3.4000 1.9939 0.8043  0.21
C9 0.0433 -4.9320 -0.5426  -0.94
H25 -3.7073 -1.8870 1.4710  0.25
H26 -1.4348 2.4527 0.2496  -0.39
H27 2.6595 -0.6434 -1.4899  0.20
C10 -1.1531 1.1200 -3.0311  1.13
C11 -0.6347 4.4017 -0.2460  -0.85
H28 0.6652 -2.6682 -1.2888  0.20
H29 -2.8347 1.5692 -4.3089  0.42
H30 1.3111 -1.0217 4.0124  0.29
O2 -1.7100 -0.0830 1.1413  -1.53
H31 2.7313 -6.2593 -1.8790  0.25
H32 5.0204 -1.2016 -0.6146  0.42
C12 -0.1732 2.9944 1.7755  -1.31
H33 -0.6222 -2.9269 2.1975  0.19
C13 2.7642 -0.3711 1.8216  -1.03
H34 1.3970 2.8290 -0.3395  0.34
H35 2.7797 -2.0117 0.4340  -0.28
H36 3.0663 0.6869 1.8247  0.39
H37 0.3551 2.3616 -1.4257  -0.03
O3 1.1900 -5.0690 -1.3737  -0.30
H38 -0.8165 -4.7853 -1.2100  0.30
H39 -0.3296 0.3803 -4.8395  0.35
H40 5.0774 0.0022 0.6667  0.34
H41 -0.9378 -4.5967 1.9868  0.50
C14 0.2023 -3.7300 0.3701  0.45
H42 1.2358 -7.1220 -1.5479  0.31
C15 1.8725 -6.2942 -1.2119  -0.77
C16 -2.9136 0.1048 1.7777  0.26
H43 0.7820 1.3989 -4.0085  0.31
C17 -0.8857 -3.6539 1.4282  -1.46
O4 -0.7032 0.1470 -2.2030  -0.86
O5 1.3820 -0.4859 2.0432  0.04
H44 1.1740 7.0859 -0.0262  0.24
N2 0.5661 2.2393 -0.4325  -0.49
H45 2.9915 0.7261 -0.6409  0.19
N3 0.0920 -2.4817 -0.4611  -0.36
H46 -2.7566 -0.1872 2.8466  0.06
H47 -0.2057 1.9777 2.1576  -0.07
C18 -3.4181 1.5424 1.7986  -1.33

Q: Which of these has the highest strongest force on any atom?
A: C18H46F2N9O9P2RbS2